Entry from the Open Molecules 2025 dataset: a molecular structure, CH5IrO2 at a distorted geometry (the ωB97M-V functional and the def2-TZVPD basis).

The geometry in XYZ format:
```
9
CH5IrO2 | the Open Molecules 2025 dataset | the ωB97M-V functional and the def2-TZVPD basis
C -1.3752 0.3098 -0.2174
H -1.9731 1.1402 -0.6242
H -1.7239 -0.6158 -0.7087
H -1.5811 0.2088 0.8624
O 2.1022 -0.2491 0.6560
Ir 1.8174 -1.0377 -1.4873
H 1.9838 -0.7851 1.4466
O -0.0176 0.5604 -0.4714
H 0.7675 0.4685 0.5440
```

## Properties
* HOMO (spin up / spin down): -8.5 / -9.6 eV
* gap between HOMO and LUMO (spin up / spin down): 0.3254 / 0.2767 Ha
* ⟨S²⟩: 6.0058
* spin multiplicity: 5


Entry from the Open Molecules 2025 dataset: 4 unconnected molecules or ions with the total composition C17H23BBr6F10NO8S at a distorted geometry (the ωB97M-V functional and the def2-TZVPD basis).

The geometry in XYZ format:
```
67
C17H23BBr6F10NO8S | the Open Molecules 2025 dataset | the ωB97M-V functional and the def2-TZVPD basis
C -1.2368 4.7701 4.1417
C -2.7793 4.2788 3.7260
O -3.4472 3.6313 4.7150
O -3.3871 4.5655 2.4107
C -3.5514 3.3414 1.6032
O -4.2294 2.2574 2.0411
C -2.8805 3.2017 0.0786
C -1.3524 2.6354 0.3134
O -1.1204 1.1598 0.2134
B 0.2774 0.9864 -0.2284
N 1.0895 1.7204 0.8460
S 1.0753 -0.7136 -0.2211
O 2.5854 -0.4908 0.1616
O 0.4508 -1.4807 1.0089
C 0.9542 -1.6566 -1.8351
F 1.5101 -0.8251 -2.9654
F -0.5140 -1.7993 -2.1636
C 1.5592 -3.1790 -1.7799
F 0.4999 -4.1882 -2.1568
F 2.0201 -3.5967 -0.4042
C 2.8243 -3.4635 -2.7827
F 3.4212 -4.7827 -2.3507
F 2.2665 -3.6694 -4.1424
F 3.9267 -2.4779 -2.7016
O 0.4338 1.8830 -1.3905
C -0.4064 3.0594 -0.9943
C 0.3353 4.4879 -0.6828
O 1.8025 4.4239 -0.8880
C 2.5095 5.4339 -0.0835
F 3.9571 5.4018 -0.4909
F 2.0550 6.8412 -0.3414
F 2.4555 5.1973 1.3876
H -1.0508 4.5450 5.2942
H -0.4313 4.1347 3.5367
H -1.0712 5.9213 4.0001
H -2.7610 4.3280 -0.2984
H -3.5328 2.5560 -0.6507
H -1.0805 3.1365 1.3600
H 2.0117 2.0429 0.4787
H 1.1849 1.1001 1.6845
H -1.1708 3.3410 -1.8602
H -0.1029 5.3794 -1.3450
H 0.0903 4.7782 0.4468
Br -6.8347 3.7123 -0.8036
C -7.0129 5.2332 0.4041
C -6.5820 6.5172 -0.2657
Br -4.6381 6.6473 -0.3589
H -6.4353 4.9971 1.3022
H -8.0755 5.2697 0.6602
H -6.8968 7.3836 0.3226
H -6.9581 6.6212 -1.2874
Br 1.5257 -9.0566 1.8570
C 1.9431 -7.3457 1.0191
C 1.4037 -6.1921 1.8324
Br -0.5212 -5.9948 1.5879
H 1.5448 -7.3830 0.0014
H 3.0353 -7.3095 0.9758
H 1.8320 -5.2457 1.4906
H 1.5797 -6.2985 2.9066
Br 4.8942 -9.3206 -0.1731
C 4.8443 -8.2457 -1.7996
C 4.0161 -8.9142 -2.8721
Br 4.9945 -10.3789 -3.7096
H 5.8815 -8.0704 -2.0984
H 4.3922 -7.2963 -1.4990
H 3.8006 -8.2150 -3.6849
H 3.0764 -9.3307 -2.4984
```

## Properties
* HOMO: -6.3 eV
* gap between HOMO and LUMO: 0.2994 Ha
* net charge: -1
* spin multiplicity: 1


Entry from the Open Molecules 2025 dataset: a molecular structure, C26H21Cl68O5P at a distorted geometry (the ωB97M-V functional and the def2-TZVPD basis).

The geometry in XYZ format:
```
121
C26H21Cl68O5P | the Open Molecules 2025 dataset | the ωB97M-V functional and the def2-TZVPD basis
C 0.5517 -3.9732 -2.6261
O 1.1285 -4.7991 -1.6095
C 1.0674 -4.1488 -0.3220
C 1.3289 -5.2570 0.7645
C 2.8440 -5.6051 0.9412
C 3.6063 -4.7329 1.9933
C 3.5809 -3.1936 1.6960
O 2.3324 -2.5821 2.0247
C 2.4759 -1.2458 2.4924
C 3.3941 -0.3424 1.6051
O 3.2943 1.0548 1.9913
C 4.5811 1.6356 1.7137
P 4.4269 3.5207 1.5126
O 5.2842 4.1925 2.8305
O 5.4498 3.8509 0.1969
H -0.3002 -4.5498 -3.0617
H 1.2889 -3.7331 -3.4333
H 0.2239 -3.0101 -2.1681
H 0.0473 -3.7192 -0.1675
H 1.8639 -3.3678 -0.3222
H 0.8421 -6.1768 0.3439
H 0.7925 -5.0496 1.7178
H 2.8986 -6.6625 1.3101
H 3.3920 -5.6064 -0.0326
H 4.6889 -5.0240 1.9196
H 3.3162 -4.9335 3.0498
H 4.4596 -2.7541 2.2296
H 3.7668 -2.9996 0.6047
H 1.4585 -0.7824 2.4671
H 2.8054 -1.2296 3.5651
H 4.4572 -0.6330 1.8127
H 3.1752 -0.3878 0.5140
H 5.3272 1.3631 2.4963
H 4.8833 1.2630 0.6979
H 5.5096 3.4893 3.4545
H 4.9457 4.2342 -0.5299
C 4.8672 -0.2530 5.8143
Cl 5.9627 0.9330 5.0759
Cl 5.4208 -0.6178 7.4587
Cl 3.2238 0.4074 5.8742
Cl 4.8721 -1.7402 4.8440
C 5.0208 6.3338 -2.9870
Cl 5.8459 5.5303 -4.3332
Cl 6.1242 6.4590 -1.6059
Cl 4.5112 7.9540 -3.4874
Cl 3.5943 5.3858 -2.5148
C 3.8175 7.2449 5.1499
Cl 3.9727 7.3261 3.3860
Cl 2.2152 7.8391 5.6183
Cl 4.0037 5.5673 5.6946
Cl 5.0684 8.2524 5.9015
C -1.2843 9.8463 4.4052
Cl 0.1830 10.5312 3.6822
Cl -1.3706 8.1113 4.0410
Cl -1.2406 10.0775 6.1626
Cl -2.7076 10.6613 3.7351
C 4.9151 9.8755 0.4934
Cl 3.7341 10.6956 1.5312
Cl 4.4306 8.1856 0.2626
Cl 4.9874 10.6935 -1.0786
Cl 6.5119 9.9285 1.2595
C -3.4785 -4.3005 -0.4964
Cl -5.1791 -4.7784 -0.6404
Cl -2.4522 -5.7458 -0.5145
Cl -3.0405 -3.2530 -1.8573
Cl -3.2352 -3.4231 1.0251
C 4.3483 -9.0595 2.7679
Cl 4.6881 -10.6063 3.5636
Cl 3.1337 -9.3007 1.4997
Cl 3.7332 -7.9029 3.9629
Cl 5.8377 -8.4256 2.0450
C -8.4098 -6.5696 -3.0240
Cl -9.2416 -8.1270 -3.1746
Cl -8.8730 -5.7985 -1.4953
Cl -6.6566 -6.8283 -3.0448
Cl -8.8686 -5.5207 -4.3774
C 0.0466 3.4788 1.3567
Cl -1.0878 4.8331 1.5499
Cl 1.6783 3.9785 1.8577
Cl -0.4900 2.1123 2.3534
Cl 0.0866 2.9844 -0.3466
C -5.6476 9.1106 1.4503
Cl -5.4978 10.4657 0.3166
Cl -6.6168 9.6141 2.8472
Cl -6.4419 7.7472 0.6404
Cl -4.0361 8.6210 1.9994
C -12.2941 -10.6561 -2.4790
Cl -10.6444 -11.3055 -2.4273
Cl -13.3276 -11.5791 -1.3736
Cl -12.2743 -8.9530 -1.9871
Cl -12.9300 -10.7835 -4.1275
C -16.5697 -9.4599 -5.8744
Cl -15.6446 -10.1459 -7.2230
Cl -17.5323 -8.0885 -6.4551
Cl -17.6474 -10.6990 -5.2076
Cl -15.4523 -8.9094 -4.6143
C 4.8493 2.9635 9.4234
Cl 5.4159 2.3282 7.8692
Cl 4.8104 1.6514 10.6162
Cl 5.9496 4.2368 9.9801
Cl 3.2198 3.6331 9.2273
C 1.5315 10.0112 -5.3664
Cl 2.6310 10.4517 -4.0451
Cl -0.1439 10.2538 -4.8429
Cl 1.8646 11.0332 -6.7760
Cl 1.7743 8.3100 -5.8001
C -20.4379 -13.5965 -5.1896
Cl -21.4624 -12.5147 -4.2293
Cl -21.1853 -15.2016 -5.2716
Cl -20.2599 -12.9426 -6.8273
Cl -18.8415 -13.7263 -4.4286
C 8.0988 6.2076 -7.9074
Cl 6.9120 7.5102 -7.7169
Cl 9.6885 6.7765 -7.3620
Cl 7.5966 4.8081 -6.9407
Cl 8.1967 5.7412 -9.6144
C 9.5891 3.2027 -3.8689
Cl 9.7477 4.5587 -4.9998
Cl 8.6383 3.7104 -2.4617
Cl 8.7674 1.8561 -4.6813
Cl 11.1981 2.6782 -3.3375
```

## Properties
* HOMO: -8.5 eV
* gap between HOMO and LUMO: 0.3052 Ha
* spin multiplicity: 1


Entry from the Open Molecules 2025 dataset: a molecular structure, C29H57N10OSeTi at a distorted geometry (the ωB97M-V functional and the def2-TZVPD basis).

The geometry in XYZ format:
```
99
C29H57N10OSeTi | the Open Molecules 2025 dataset | the ωB97M-V functional and the def2-TZVPD basis
Ti 0.3061 -0.5321 -0.3331
C -1.7043 -2.2943 -1.3314
N -1.3840 -3.3101 -0.3583
C -1.4318 -4.6767 -0.8460
C -0.8848 -2.9864 0.8686
N -0.3957 -1.7746 1.0714
C -0.0333 -1.3004 2.3383
C -0.5931 -1.7116 3.5486
C -0.0491 -1.3052 4.7552
C 1.0784 -0.4988 4.7768
C 1.5419 0.0485 3.5939
C 0.9331 -0.2689 2.3788
N 1.2456 0.4072 1.1886
C 1.5155 1.7016 1.2245
N 1.0840 2.5656 2.1872
C -0.1446 2.3694 2.9197
C 1.9812 3.5277 2.8047
N 2.2132 2.2422 0.1856
C 2.1544 3.6538 -0.1313
C 3.2903 1.4911 -0.4367
N -0.8928 -3.9920 1.7873
C -2.1025 -4.7457 2.0580
C 0.2278 -4.2955 2.6505
H -2.6194 -1.7524 -1.0502
H -1.8712 -2.7711 -2.2983
H -0.8582 -1.5675 -1.4235
H -0.9222 -4.7354 -1.8104
H -2.4608 -5.0141 -0.9820
H -0.9254 -5.3522 -0.1638
H -1.4690 -2.3413 3.5301
H -0.4942 -1.6475 5.6743
H 1.5604 -0.2464 5.7066
H 2.3825 0.7285 3.6000
H -0.7596 1.6149 2.4332
H -0.6869 3.3171 2.9429
H 0.0468 2.0451 3.9446
H 2.9741 3.4512 2.3732
H 2.0590 3.2985 3.8705
H 1.6157 4.5514 2.7007
H 3.0489 4.1939 0.1855
H 1.2827 4.1052 0.3353
H 2.0638 3.7734 -1.2140
H 3.0109 0.4364 -0.5049
H 3.4861 1.8879 -1.4324
H 4.2131 1.5830 0.1468
H -2.8889 -4.4768 1.3567
H -2.4515 -4.5081 3.0680
H -1.9154 -5.8194 2.0049
H 1.0902 -3.6901 2.3792
H 0.4819 -5.3519 2.5182
H -0.0092 -4.1253 3.7042
C 1.9470 -3.0834 -2.6986
C 2.3973 -2.3633 -1.4166
C 2.3287 -3.3008 -0.2005
C 3.8447 -1.8696 -1.5845
O 1.5394 -1.2883 -1.1931
H 2.4987 -4.0089 -2.8285
H 2.1344 -2.4466 -3.5614
H 0.8801 -3.3040 -2.6524
H 3.1122 -4.0529 -0.2519
H 1.3632 -3.8030 -0.1626
H 2.4712 -2.7071 0.7092
H 4.4827 -2.6932 -1.8826
H 4.2239 -1.4669 -0.6463
H 3.8984 -1.1026 -2.3544
C -2.8059 3.2944 -1.4921
N -3.2170 3.2208 -0.1160
C -3.9130 4.2058 0.5309
C -4.1571 3.7691 1.7881
N -3.6136 2.5197 1.9054
C -3.7328 1.7067 3.0869
C -3.0298 2.1921 0.7331
Se -2.1645 0.5857 0.3771
H -2.1145 4.1311 -1.6248
H -3.6778 3.4608 -2.1278
H -2.3300 2.3574 -1.7851
H -4.1810 5.1221 0.0444
H -4.6720 4.2394 2.6016
H -3.1696 2.1418 3.9131
H -3.3568 0.7081 2.8777
H -4.7811 1.6373 3.3755
C -1.2736 1.2987 -5.1612
C -0.1198 1.4455 -4.1692
C 0.2229 2.9246 -3.9993
C 1.1018 0.6710 -4.6773
N -0.5990 0.9005 -2.8783
N 0.3261 1.0589 -1.7926
H -0.9832 1.6877 -6.1324
H -2.1459 1.8499 -4.8221
H -1.5551 0.2564 -5.2875
H 0.4540 3.3552 -4.9681
H 1.0938 3.0696 -3.3623
H -0.6243 3.4629 -3.5842
H 1.4246 1.0742 -5.6317
H 0.8567 -0.3799 -4.8180
H 1.9502 0.7362 -3.9950
H -0.7729 -0.0995 -3.0239
H 0.2005 2.0095 -1.4330
H 1.2977 0.9751 -2.1243
```

## Properties
* HOMO (spin up / spin down): -12.8 / -12.8 eV
* gap between HOMO and LUMO (spin up / spin down): 0.3120 / 0.3173 Ha
* net charge: +2
* relative energy (zero: lowest compared OMol25 entry of this formula, charge and spin): 104.2 kJ/mol
* ⟨S²⟩: 0.7523
* spin multiplicity: 2